[1]
One molecule with the formula C2H4N2OS, computed with ωB97M-V/def2-TZVPD.

Geometry as XYZ:
```
10
Properties=species:S:1:pos:R:3:forces:R:3
S -0.274162 2.911623 0.125445 -0.340 0.101 0.029
O -0.277908 1.053357 1.896005 -0.540 0.789 -0.950
N 0.830834 -1.424216 -1.094512 0.867 -1.102 1.366
N -0.424240 1.427082 0.720096 1.484 -2.653 -0.321
C 0.531813 -0.948447 0.048857 -2.537 2.191 -3.469
C -0.507616 0.145279 -0.234099 -1.808 1.105 -0.020
H -0.459577 0.279217 -1.334444 0.487 1.109 0.840
H -1.602874 -0.109874 -0.168459 1.103 -0.398 0.778
H 0.744556 -1.097056 1.051036 1.030 -1.054 1.768
H 1.439175 -2.236965 -1.009926 0.254 -0.089 -0.021
```
Positions in Å, forces in eV/Å.

ΔE to the lowest compared entry with this formula, charge and spin in eV: 4.8246
Charge: 0
Structure (SMILES): [H]/N=C/C[N+]([O-])=S
Frontier orbital gap in eV: 8.49

***

[2]
C17H30F21O26S12Zn2 as an isolated structure, computed with ωB97M-V/def2-TZVPD.

Geometry as XYZ:
```
108
Properties=species:S:1:pos:R:3:forces:R:3
Zn 3.470681 -1.552743 -0.375923 -1.173 -0.791 0.624
Zn 2.036554 2.695576 1.515264 -0.174 -0.312 -1.222
S 4.492993 1.601760 -0.808557 1.014 0.566 1.125
S -6.087691 -2.831592 0.621863 -0.309 -0.677 0.187
S -4.012373 -1.942676 4.954439 0.135 -0.371 -0.502
S 1.009594 1.749567 -5.678051 -0.220 -0.373 1.885
S 3.402875 -0.192894 2.798892 -1.077 0.014 -0.209
S 3.404067 -2.811474 -3.519537 1.354 -2.060 -0.041
S 0.987727 5.759877 0.601147 -0.192 0.616 0.636
S -0.155199 3.160265 4.045530 -1.044 1.511 0.288
S -1.895388 -3.651548 -3.558173 -0.751 1.924 -0.522
S -3.735269 3.988304 0.467520 -0.844 0.510 -1.139
S 2.093374 -4.689829 -0.111920 -0.148 0.013 -2.048
S 0.509983 0.165022 -0.247715 0.286 0.569 -0.458
F -0.831931 -0.432229 1.955209 0.166 0.085 0.663
F 1.025344 -4.417146 2.312827 0.217 -0.413 0.203
F 3.803703 -0.596526 -4.886683 0.129 0.419 -0.250
F 2.859142 -5.659408 2.216128 -0.454 0.492 0.304
F -0.541837 -2.059260 0.587963 -0.144 -1.028 -0.051
F 0.697530 7.645756 -1.311941 0.172 -0.060 -0.108
F 0.713011 5.590030 -2.072570 -0.163 0.613 0.212
F 0.149127 2.580295 6.624861 -0.322 0.263 0.494
F 2.566284 6.477550 -1.415402 -0.516 0.561 -0.099
F 1.937962 2.361853 5.467629 0.166 -0.088 0.052
F 5.596438 -1.430165 -4.012383 0.850 0.230 0.150
F 5.491761 -0.783006 4.329080 -0.210 0.426 -0.548
F 4.743186 -2.282006 -5.804017 0.305 -0.520 -0.405
F 5.459918 1.871054 -3.256448 -0.294 -0.432 -0.243
F 3.337014 1.257742 -3.160761 0.532 0.631 -0.076
F 1.263356 4.333711 5.968360 -0.084 0.458 0.394
F 5.271701 1.320078 3.864148 0.374 -0.166 -0.473
F -2.044343 -0.555271 0.221861 -0.602 0.075 -0.654
F 6.031908 -0.117281 2.342472 -0.345 0.669 0.405
F 3.969641 3.329526 -2.747302 -0.186 -0.540 -0.089
F 0.998721 -6.458018 1.506529 -0.281 0.387 0.167
O 2.937364 -3.498501 0.058816 0.211 0.127 1.043
O 0.806271 1.361818 0.526830 -0.923 -0.195 -0.035
O 1.441083 4.351715 0.561623 0.095 0.137 -0.762
O -0.054637 0.404201 -1.546781 -0.199 0.007 0.264
O 4.295671 -3.929983 -3.337800 0.150 0.134 -0.074
O -5.240690 -1.412547 5.622541 0.259 0.089 0.034
O 2.811028 -5.768703 -0.740518 0.015 -0.216 0.755
O -0.713054 4.480632 4.025067 0.289 0.251 0.187
O 2.211847 -3.120306 -4.264651 -0.200 0.996 0.020
O 5.842186 2.004803 -0.511956 -0.142 -0.164 -0.417
O 2.963144 1.118080 2.342772 0.867 0.009 0.144
O 3.500938 2.341836 -0.057769 -0.458 0.392 -0.627
O 0.812806 -4.395685 -0.713558 -0.011 0.037 0.747
O -3.294768 -3.126848 -3.799440 -0.135 -0.774 0.326
O -7.436044 -3.380375 0.245106 0.301 0.264 -0.073
O 1.871716 6.565016 1.410406 -0.008 0.126 -0.350
O -1.156106 2.140861 4.245395 0.777 -0.858 -0.470
O -0.275794 2.423617 -6.047952 0.435 -0.219 -1.035
O 0.859381 2.986637 2.993091 -0.569 -0.544 1.221
O -0.423821 5.921628 0.792261 0.359 -0.106 -0.321
O 1.630595 -0.750549 -0.232833 -0.517 -0.334 0.036
O 3.219322 -2.062221 -2.272465 -0.205 0.753 -1.170
O 3.522884 -1.167895 1.727126 0.596 -0.194 0.096
O 4.278675 0.161514 -0.707082 0.637 0.293 -0.803
O -2.997868 5.053352 1.174971 -0.284 -0.278 0.480
O 2.671909 -0.646058 3.940478 0.509 -0.177 0.248
C 0.408601 0.463014 -4.525658 1.114 -0.768 -1.370
C -2.652839 -0.800366 5.211463 -0.191 0.502 0.497
C -3.445939 -3.253336 6.060808 0.448 0.169 0.706
C 1.233377 6.441767 -1.161999 0.878 -2.046 0.764
C 4.293947 2.033679 -2.637423 -0.449 0.182 1.239
C -1.163023 -2.297472 -2.583118 -0.342 -0.511 0.030
C -6.251152 -2.287287 2.353232 -0.305 1.370 -1.020
C -1.088510 -3.186582 -5.100530 0.792 -0.775 -0.635
C -5.888528 -1.255155 -0.231625 -0.135 -0.304 -0.431
C 4.481363 -1.731050 -4.633314 -2.154 0.077 1.095
C 0.844963 3.125640 5.634502 0.445 -0.930 -1.377
C 5.162681 0.097366 3.340342 -0.113 -0.912 0.662
C -0.824568 -0.789830 0.678443 1.099 1.139 0.345
C -4.307597 2.728316 1.640081 0.804 -0.402 1.281
C 1.703121 -5.317671 1.604847 0.838 -0.075 -1.002
C 1.585694 0.615577 -6.987332 -1.708 1.122 -1.300
C -2.502569 3.053836 -0.459257 0.438 -1.474 1.319
H -2.552778 -0.645756 6.287836 0.239 -0.125 -0.007
H -3.461371 2.325501 2.208780 0.255 -0.156 -0.390
H -1.819165 3.679656 -1.021208 -0.351 0.363 -0.119
H -6.783332 -0.648465 -0.096463 0.186 0.225 0.227
H -1.902630 2.538798 0.301338 0.246 0.281 0.009
H -5.881196 -1.258163 2.347096 0.600 -0.264 0.515
H -4.181409 -4.052071 6.108947 -0.222 0.166 -0.135
H 0.709150 0.032893 -7.287919 0.185 -0.358 0.233
H -0.080210 -2.389854 -2.629974 0.058 0.320 0.174
H -4.903660 1.910278 1.238151 0.125 0.134 -0.510
H -1.608191 -1.368951 -2.938803 0.413 -0.039 -0.645
H -0.053162 -3.540698 -5.099953 0.108 0.448 0.255
H -3.357646 -2.765493 7.035751 -0.200 -0.132 0.063
H -5.727929 -2.959156 3.013583 0.067 0.021 0.117
H -5.806543 -1.505702 -1.290805 -0.169 -0.225 0.019
H 1.668353 1.341622 -7.807584 0.467 -0.198 -0.050
H -2.473211 -3.702362 5.855446 -0.006 0.262 -0.513
H -1.729096 -1.125672 4.736712 -0.038 -0.277 0.074
H -2.891639 0.178680 4.793473 -0.217 -0.161 -0.218
H 0.067713 -0.333479 -5.189931 -0.458 0.123 0.080
H -4.883378 3.172794 2.457279 -0.202 0.555 -0.528
H -0.390119 0.830555 -3.902213 0.223 0.281 0.262
H 2.484881 0.025568 -6.897613 0.145 0.068 0.631
H -4.931089 -0.788646 -0.003584 -0.162 0.148 0.483
H -2.908200 2.215986 -1.030145 -0.352 0.407 -0.318
H -7.301850 -2.141433 2.601604 -0.126 -0.582 -0.124
H -1.533844 -3.686006 -5.965931 -0.463 -0.212 0.424
H -1.547439 -2.340648 -1.568666 0.259 -0.644 0.123
H 1.263847 0.000303 -4.032349 -0.146 0.336 0.565
H -1.177455 -2.121506 -5.294355 0.059 0.110 0.386
```
Positions in Å, forces in eV/Å.

Charge: -3
Frontier orbital gap in eV: 7.58

***

[3]
C5H12BBr4Na5O3 as an isolated structure, computed with ωB97M-V/def2-TZVPD.

Geometry as XYZ:
```
30
Properties=species:S:1:pos:R:3:forces:R:3
Br 7.364865 -1.126048 15.644857 0.238 0.079 -0.270
Br 5.840076 2.388410 15.262961 -0.015 -0.415 0.318
Br 8.267392 6.369315 18.004128 -0.006 -0.378 0.165
Br 9.494183 3.172355 16.849024 -0.079 -0.026 0.213
Na 6.799796 -0.222197 18.747034 -0.371 0.371 -0.765
Na 3.059736 -0.124322 19.269499 0.681 -0.485 -0.356
Na 2.837056 3.211157 18.636691 0.942 0.179 0.280
Na 5.126599 2.357314 22.990976 -0.292 0.761 -0.786
Na 6.932901 -0.228673 22.252672 0.148 0.032 -0.554
O 4.962490 1.611573 18.978582 -0.398 -0.219 -0.582
O 6.196398 1.465948 20.793763 1.189 -0.926 1.948
O 4.330446 2.721654 20.769197 0.045 0.025 0.869
C 7.430101 4.620150 18.213583 -0.555 0.175 -0.179
C 5.962294 -0.427429 14.494250 -0.547 -0.311 0.288
C 5.186970 1.962882 20.184142 -1.664 -0.163 -1.050
C 8.400664 3.486965 18.440901 0.586 0.597 -0.559
C 5.117510 0.562797 15.254285 -0.897 0.606 -0.941
B 4.792735 -1.869331 18.427379 -0.017 -1.392 -0.414
H 6.732734 4.713539 19.047300 0.174 -0.017 0.149
H 4.316046 -1.292143 17.530882 -0.798 0.757 -0.722
H 4.271836 -2.873239 18.750962 -0.808 -0.325 0.317
H 4.815125 0.263543 16.252430 0.644 -0.045 0.145
H 5.006915 -1.197053 19.330078 0.030 1.456 2.186
H 6.829265 4.497625 17.315976 0.141 -0.218 -0.050
H 6.377743 -0.080948 13.552719 0.312 0.422 0.300
H 5.310769 -1.251919 14.198684 0.180 -0.238 0.393
H 4.166464 0.673936 14.724463 0.193 0.046 -0.184
H 7.921926 2.532229 18.623723 -0.314 0.110 0.217
H 5.836545 -2.249242 18.082646 1.254 -0.201 -0.455
H 9.092247 3.762697 19.232691 0.007 -0.255 0.079
```
Positions in Å, forces in eV/Å.

ΔE to the lowest compared entry with this formula, charge and spin in eV: 0.0000
Charge: +2
Frontier orbital gap in eV: 6.03

***

[4]
A 8-piece molecular cluster, C24H64O8 overall, computed with ωB97M-V/def2-TZVPD.

Geometry as XYZ:
```
96
Properties=species:S:1:pos:R:3:forces:R:3
O 31.077572 9.318955 -30.437908 0.169 0.220 -0.046
O 29.294020 17.446505 -23.685315 -0.248 -0.109 0.471
O 29.505687 15.153930 -30.708439 0.245 0.466 -0.184
O 40.187073 14.267584 -26.350282 0.542 -0.166 -0.179
O 32.567302 11.207442 -26.183933 0.221 0.717 0.246
O 33.115675 9.524402 -28.349537 0.502 0.342 -0.188
O 39.388926 9.403675 -28.207142 0.047 -0.019 0.553
O 31.825596 10.868254 -23.393731 0.342 -0.175 -0.530
C 37.341125 10.431109 -28.842952 -0.212 -0.504 -0.640
C 29.730514 10.857283 -31.651503 -0.899 0.167 0.051
C 32.643771 13.621540 -26.146972 0.108 -0.590 -1.100
C 38.401475 8.691408 -30.274886 -0.773 -0.798 -0.594
C 30.570867 10.341794 -22.981723 -1.150 0.588 0.880
C 30.990858 15.935949 -22.784768 0.422 0.212 1.369
C 34.808548 12.121956 -26.138553 0.420 0.937 0.840
C 28.739359 14.779909 -28.453107 0.515 0.137 0.400
C 38.791263 13.070561 -24.863816 0.131 -0.540 -0.261
C 33.368817 12.346596 -26.576464 0.281 -0.949 -0.845
C 30.901787 16.010818 -28.899832 -0.586 1.064 -1.263
C 32.705798 7.515427 -27.120611 0.539 0.871 0.175
C 30.667765 10.688919 -30.464720 -0.382 -1.022 -0.547
C 29.468707 11.358780 -23.262376 -0.398 -0.139 -0.603
C 40.236939 13.330150 -25.296200 -0.752 -0.994 0.987
C 40.921772 12.011104 -25.636826 -0.694 -0.003 -2.081
C 38.140288 9.132538 -28.837907 0.348 0.991 -1.053
C 29.060161 15.073205 -24.272712 0.023 0.275 1.531
C 30.656890 9.975305 -21.510434 0.264 0.251 0.256
C 29.990591 16.220582 -23.876675 0.607 0.257 -1.533
C 30.079750 11.107919 -29.121070 0.554 1.422 -0.691
C 33.759924 8.372275 -27.840507 -0.020 -1.193 -0.123
C 34.391420 7.611126 -29.006720 -0.713 0.155 0.022
C 29.947888 14.930035 -29.385520 0.127 -0.155 1.249
H 32.612841 13.708285 -25.062542 -0.013 0.278 0.033
H 35.468982 12.956734 -26.399553 -0.294 0.184 -0.078
H 34.848979 12.059509 -25.045184 0.063 -0.181 -0.016
H 40.788616 13.679012 -24.411480 -0.080 0.695 -0.195
H 30.726023 10.892475 -20.914060 0.075 -0.018 -0.019
H 29.545552 11.920644 -31.836037 0.266 -0.018 -0.136
H 38.204204 12.578772 -25.645847 0.264 0.228 -0.349
H 28.153550 15.453550 -24.736764 0.187 -0.047 -0.465
H 37.552108 8.393833 -28.282916 0.209 -0.138 -0.027
H 31.286062 15.819352 -27.903058 0.201 -0.283 -0.088
H 30.289809 9.451971 -23.546793 0.780 0.005 -0.345
H 29.295276 10.501061 -28.680780 0.185 -0.458 -0.200
H 31.872217 9.291229 -29.882909 -0.098 -0.131 0.173
H 33.129061 6.563334 -26.800855 -0.241 -0.123 -0.110
H 39.153717 9.268068 -30.811294 0.284 0.131 0.527
H 30.590815 14.037089 -29.370807 -0.484 -0.290 0.053
H 28.725756 10.441433 -31.510012 0.180 -0.207 0.398
H 37.671994 11.162300 -29.584838 0.727 0.059 0.393
H 40.999197 14.177049 -26.865442 -0.143 0.159 0.059
H 31.846204 7.436685 -27.784495 0.018 -0.431 -0.023
H 40.319955 11.437869 -26.359912 -0.283 0.086 0.272
H 29.798086 9.429786 -21.120225 -0.022 -0.116 -0.240
H 33.024866 14.503126 -26.663955 0.415 0.086 0.478
H 31.573790 9.407338 -21.349456 -0.133 -0.151 0.115
H 31.733505 16.737031 -22.788009 0.020 -0.057 -0.030
H 28.875511 14.460094 -30.924498 0.010 0.015 -0.047
H 28.575428 17.318823 -23.052444 0.144 -0.033 -0.005
H 38.799734 12.312871 -24.075640 -0.092 0.462 0.407
H 41.074364 11.351085 -24.790458 0.453 0.242 0.180
H 38.649048 7.626739 -30.330558 0.258 0.102 0.019
H 34.599701 8.573613 -27.161102 -0.292 0.621 0.159
H 32.010697 11.656718 -22.869823 -0.100 -0.099 0.118
H 29.038344 14.584107 -27.416515 0.175 -0.617 -0.227
H 30.427829 16.999878 -28.876744 -0.230 -0.159 0.119
H 28.189760 15.713101 -28.304865 -0.092 0.055 -0.738
H 29.432859 12.225799 -22.599477 0.335 -0.061 0.102
H 31.542193 11.307210 -30.705897 0.022 0.095 0.338
H 31.669880 16.125409 -29.669573 0.382 -0.185 0.421
H 30.098331 10.376705 -32.556242 0.359 0.168 0.049
H 30.636070 16.482179 -24.727159 -0.305 -0.239 -0.196
H 32.351486 11.356547 -25.247300 -0.167 -0.679 -0.018
H 33.606677 7.095094 -29.567259 0.080 0.050 -0.129
H 35.080345 6.856147 -28.630521 0.117 0.050 -0.059
H 36.365255 10.184132 -29.275582 -0.313 0.026 0.782
H 30.931425 11.267382 -28.457488 -0.314 -0.247 0.460
H 29.654178 12.104042 -29.296591 -0.082 -0.035 0.270
H 28.478045 10.897519 -23.230534 0.068 -0.090 0.177
H 38.266781 13.987892 -24.604459 0.083 -0.047 0.347
H 33.396885 12.257037 -27.668391 -0.280 0.406 -0.023
H 35.314850 11.257806 -26.565742 -0.565 -0.287 -0.054
H 30.596914 15.937887 -21.758962 -0.446 0.050 -0.237
H 31.542133 14.993754 -22.835448 -0.178 -0.068 -0.583
H 37.514138 8.799283 -30.912068 -0.158 -0.063 0.322
H 28.095779 13.991269 -28.844170 -0.223 0.015 0.328
H 41.793060 12.217179 -26.271155 0.529 -0.152 0.783
H 28.737381 14.628221 -23.321174 -0.115 -0.287 -0.195
H 29.587765 11.702751 -24.293538 0.009 0.138 0.068
H 32.378945 8.074409 -26.239189 -0.048 -0.166 0.082
H 29.571660 14.305736 -24.847825 -0.094 0.025 -0.164
H 34.890306 8.313212 -29.674302 0.175 -0.114 0.010
H 39.833684 8.581277 -27.978919 -0.077 -0.020 -0.111
H 37.325968 10.830376 -27.831794 -0.361 0.261 -0.127
H 31.645739 13.505369 -26.577701 -0.231 0.028 0.459
H 32.829208 10.077558 -27.604764 -0.099 -0.141 0.170
```
Positions in Å, forces in eV/Å.

ΔE to the lowest compared entry with this formula, charge and spin in eV: 1.6969
Charge: 0
Structure (SMILES): CC(C)O.CC(C)O.CC(C)O.CC(C)O.CC(C)O.CC(C)O.CC(C)O.CC(C)O
Frontier orbital gap in eV: 9.87

***

[5]
A 2-piece molecular cluster, C2H7NO2 overall, computed with ωB97M-V/def2-TZVPD.

Geometry as XYZ:
```
12
Properties=species:S:1:pos:R:3:forces:R:3
O 0.614249 0.766818 1.849495 -0.243 -0.180 -0.727
O 1.126812 0.313694 -0.933532 -0.851 0.126 -0.387
N -0.745143 -0.967499 -1.262164 -0.247 0.658 0.350
C 0.585962 -0.756215 -1.668809 0.795 -0.284 0.041
C -0.260489 1.217634 2.541486 -0.149 0.090 0.851
H 0.640383 -0.445566 -2.724212 -0.256 -0.047 -0.088
H -0.442916 0.828304 3.555445 0.127 -0.058 0.001
H -0.994137 -1.700088 -0.592080 -0.004 -0.054 -0.447
H -1.367749 -0.152183 -1.287576 0.104 -0.330 -0.047
H 0.571107 0.507634 -0.149292 0.739 0.055 0.613
H 1.190652 -1.661639 -1.583635 -0.057 -0.044 0.207
H -0.918731 2.049108 2.254875 0.042 0.067 -0.365
```
Positions in Å, forces in eV/Å.

2S+1: 2
<S²>: 0.758
ΔE to the lowest compared entry with this formula, charge and spin in eV: 1.8275
Charge: +1
Frontier orbital gap (spin up / spin down) in eV: 10.67 / 5.14

***

no.,F_max (Eh/bohr)
1,0.094
2,0.048
3,0.051
4,0.043
5,0.019